Entry 1:
# C4H7NS

An isolated molecule of C4H7NS at a distorted geometry (the ωB97M-V functional and the def2-TZVPD basis, OMol25).

Summary:
- 2S+1: 1
- E_HOMO: -8.571 eV
- Electronic energy: -16582.815 eV
- Lowest unoccupied orbital energy: 0.023 Ha
- ΔE to the lowest compared entry with this formula, charge and spin: 397.2 kJ/mol
- HOMO-LUMO gap: 9.19 eV
- Charge: 0

The geometry in XYZ format:
```
13
C4H7NS (the ωB97M-V functional and the def2-TZVPD basis)
C 1.388 -0.878 0.285
C 0.114 -1.758 -0.017
C -0.577 -0.415 -0.361
C 1.052 1.600 0.042
N 0.665 0.230 0.033
S -2.458 0.306 0.011
H 0.212 -2.564 -0.842
H -0.341 -2.295 0.957
H -0.687 -0.239 -1.429
H -2.818 0.188 1.286
H 0.468 2.257 0.638
H 2.042 1.638 0.425
H 0.941 1.931 -1.028
```



Entry 2:
# C4H7NS

An isolated molecule of C4H7NS at a distorted geometry (the ωB97M-V functional and the def2-TZVPD basis, OMol25).

Summary:
- 2S+1: 1
- E_HOMO: -8.346 eV
- Electronic energy: -16585.379 eV
- Lowest unoccupied orbital energy: 0.030 Ha
- ΔE to the lowest compared entry with this formula, charge and spin: 149.8 kJ/mol
- HOMO-LUMO gap: 9.16 eV
- Charge: 0

The geometry in XYZ format:
```
13
C4H7NS (the ωB97M-V functional and the def2-TZVPD basis)
C 1.377 0.282 -1.387
C -1.018 0.198 -0.412
C -0.990 -0.352 1.060
C 0.495 -0.385 0.984
H 2.310 0.224 -0.981
H -1.701 -0.248 -1.096
H -1.066 1.304 -0.537
H -1.478 -1.335 1.143
H -1.444 0.290 1.854
H 1.018 0.472 1.462
H 1.030 -1.291 1.212
N 0.411 -0.044 -0.460
S 1.058 0.886 -2.843
```



Entry 3:
# C4H7NS

An isolated molecule of C4H7NS at a distorted geometry (the ωB97M-V functional and the def2-TZVPD basis, OMol25).

Summary:
- 2S+1: 3
- E_HOMO (spin up / spin down): -3.927 / -7.945 eV
- Electronic energy: -16578.591 eV
- Lowest unoccupied orbital energy (spin up / spin down): 0.028 / -0.140 Ha
- ΔE to the lowest compared entry with this formula, charge and spin: 411.2 kJ/mol
- HOMO-LUMO gap (spin up / spin down): 4.70 / 4.15 eV
- Charge: 0

The geometry in XYZ format:
```
13
C4H7NS (the ωB97M-V functional and the def2-TZVPD basis)
C 0.428 0.613 -0.116
C 1.577 0.000 -0.064
C 2.713 -0.623 -0.034
C -1.995 0.792 -0.145
N -0.811 0.020 0.157
S -0.950 -1.670 -0.055
H 0.380 1.676 -0.319
H 3.289 -0.730 0.876
H -0.855 -1.999 1.247
H 3.149 -1.056 -0.926
H -1.937 1.752 0.373
H -2.127 0.978 -1.219
H -2.860 0.248 0.225
```



Entry 4:
# C4H7NS2

An isolated molecule of C4H7NS2 (the ωB97M-V functional and the def2-TZVPD basis, OMol25).

Summary:
- 2S+1: 1
- E_HOMO: -7.879 eV
- Electronic energy: -27421.173 eV
- Lowest unoccupied orbital energy: -0.020 Ha
- ΔE to the lowest compared entry with this formula, charge and spin: 64.9 kJ/mol
- HOMO-LUMO gap: 7.33 eV
- Charge: 0

The geometry in XYZ format:
```
14
C4H7NS2 (the ωB97M-V functional and the def2-TZVPD basis)
C -1.577 -0.009 0.743
C -0.794 -0.023 -0.559
C 1.292 -1.222 -0.188
C 1.215 1.254 -0.192
H -1.377 0.912 1.303
H -1.269 -0.856 1.355
H -2.653 -0.053 0.545
H -1.059 0.836 -1.172
H -1.031 -0.939 -1.132
H 0.570 -2.019 -0.353
H 0.457 2.008 -0.344
N 0.659 0.009 -0.316
S 2.826 -1.616 0.160
S 2.742 1.717 0.150
```



Entry 5:
# C4H7NS2

A cluster of 2 separate species, C4H7NS2 in total at a distorted geometry (the ωB97M-V functional and the def2-TZVPD basis, OMol25).

Summary:
- 2S+1: 1
- E_HOMO (spin up / spin down): -7.115 / -7.648 eV
- Electronic energy: -27417.909 eV
- Lowest unoccupied orbital energy (spin up / spin down): 0.013 / -0.022 Ha
- ΔE to the lowest compared entry with this formula, charge and spin: 379.8 kJ/mol
- HOMO-LUMO gap (spin up / spin down): 7.46 / 7.06 eV
- Charge: 0

The geometry in XYZ format:
```
14
C4H7NS2 (the ωB97M-V functional and the def2-TZVPD basis)
C -2.252 -1.021 -0.801
C -1.617 -1.468 0.375
C 1.960 0.487 0.705
C 1.795 1.151 -0.602
N -2.327 0.263 -1.063
S -1.129 -0.165 1.416
S -1.561 1.273 -0.086
H -2.679 -1.843 -1.424
H -1.933 -2.369 0.778
H 0.993 -0.086 0.746
H 2.730 -0.207 0.560
H 2.151 1.094 1.552
H 1.946 0.737 -1.519
H 1.924 2.155 -0.637
```



Entry 6:
# C4H7NS2

An isolated molecule of C4H7NS2 at a distorted geometry (the ωB97M-V functional and the def2-TZVPD basis, OMol25).

Summary:
- 2S+1: 1
- E_HOMO: -8.577 eV
- Electronic energy: -27416.000 eV
- Lowest unoccupied orbital energy: -0.010 Ha
- ΔE to the lowest compared entry with this formula, charge and spin: 564.1 kJ/mol
- HOMO-LUMO gap: 8.32 eV
- Charge: 0

The geometry in XYZ format:
```
14
C4H7NS2 (the ωB97M-V functional and the def2-TZVPD basis)
C 1.041 -0.011 -0.060
C 2.348 -0.349 0.030
C -2.737 -1.077 -0.438
C 0.830 1.324 -0.509
N -0.070 -0.831 -0.046
S -0.833 1.936 0.070
S -1.451 -0.174 0.046
H 2.693 -1.347 -0.054
H 3.141 0.338 -0.038
H -3.615 -0.644 0.012
H -2.922 -1.383 -1.472
H 1.382 1.923 0.108
H 0.974 1.636 -1.564
H -2.066 0.078 1.565
```



Entry 7:
# C4H7NS2

A cluster of 2 separate species, C4H7NS2 in total at a distorted geometry (the ωB97M-V functional and the def2-TZVPD basis, OMol25).

Summary:
- 2S+1: 1
- E_HOMO: -8.237 eV
- Electronic energy: -27419.121 eV
- Lowest unoccupied orbital energy: 0.019 Ha
- ΔE to the lowest compared entry with this formula, charge and spin: 262.9 kJ/mol
- HOMO-LUMO gap: 8.74 eV
- Charge: 0

The geometry in XYZ format:
```
14
C4H7NS2 (the ωB97M-V functional and the def2-TZVPD basis)
C -0.637 1.013 0.013
C 0.673 -1.033 -0.603
C 1.493 -0.085 0.123
C 0.051 -0.119 0.517
N -1.181 1.970 -0.313
S -3.870 0.336 0.084
S -2.756 -1.285 -0.086
H 0.242 -0.858 -1.550
H 0.562 -1.940 -0.175
H 2.204 -0.382 0.946
H 1.718 0.890 -0.358
H -0.286 -0.602 1.377
H -2.921 1.331 -0.274
H -3.658 0.711 1.368
```



Entry 8:
# C4H7NS2

An isolated molecule of C4H7NS2 at a distorted geometry (the ωB97M-V functional and the def2-TZVPD basis, OMol25).

Summary:
- 2S+1: 1
- E_HOMO: -8.607 eV
- Electronic energy: -27420.832 eV
- Lowest unoccupied orbital energy: -0.009 Ha
- ΔE to the lowest compared entry with this formula, charge and spin: 97.8 kJ/mol
- HOMO-LUMO gap: 8.36 eV
- Charge: 0

The geometry in XYZ format:
```
14
C4H7NS2 (the ωB97M-V functional and the def2-TZVPD basis)
C 0.253 -0.979 0.595
C 0.898 0.387 0.734
C -0.925 0.845 -0.668
C -1.100 -0.541 -0.012
H 1.264 -1.425 -1.628
H 0.101 -1.474 1.608
H 0.648 0.982 1.656
H 2.016 0.275 0.726
H 0.681 2.040 -0.357
H -1.330 0.791 -1.719
H -1.685 1.504 -0.128
N 0.479 1.101 -0.458
S 1.167 -2.139 -0.384
S -2.467 -1.367 0.036
```



Entry 9:
# C4H7NS3

An isolated molecule of C4H7NS3 at a distorted geometry (the ωB97M-V functional and the def2-TZVPD basis, OMol25).

Summary:
- 2S+1: 1
- E_HOMO: -8.720 eV
- Electronic energy: -38254.093 eV
- Lowest unoccupied orbital energy: -0.002 Ha
- ΔE to the lowest compared entry with this formula, charge and spin: 292.8 kJ/mol
- HOMO-LUMO gap: 8.68 eV
- Charge: 0

The geometry in XYZ format:
```
15
C4H7NS3 (the ωB97M-V functional and the def2-TZVPD basis)
C 2.273 -0.198 0.984
C -0.618 1.007 -0.172
C -0.964 -0.378 -0.723
C -2.290 -1.042 -0.439
H 3.067 0.503 1.530
H 1.001 -0.239 1.358
H 2.742 -1.438 0.812
H 0.851 2.327 -0.209
H -0.421 -0.498 -1.743
H -2.788 -1.404 -1.376
H -2.976 -0.598 0.209
N 0.705 1.305 -0.254
S 1.885 0.320 -0.686
S -1.654 2.174 0.351
S -0.814 -1.843 0.357
```



Entry 10:
# C4H7NS3

A structure of composition C4H7NS3 at a distorted geometry (the ωB97M-V functional and the def2-TZVPD basis, OMol25).

Summary:
- 2S+1: 1
- E_HOMO: -8.248 eV
- Electronic energy: -38249.827 eV
- Lowest unoccupied orbital energy: -0.037 Ha
- ΔE to the lowest compared entry with this formula, charge and spin: 704.3 kJ/mol
- HOMO-LUMO gap: 7.23 eV
- Charge: 0

The geometry in XYZ format:
```
15
C4H7NS3 (the ωB97M-V functional and the def2-TZVPD basis)
C -0.193 -3.987 0.021
C -0.646 -1.537 0.382
C -1.055 -0.250 0.666
C -0.438 1.006 0.482
H 0.490 -3.709 1.037
H -1.400 -4.228 0.297
H 0.008 -5.139 -0.774
H -1.333 -2.188 0.841
H -1.823 -0.291 1.418
H 1.273 -0.237 -0.361
H 2.789 2.019 1.104
N 0.838 0.799 0.085
S 0.086 -2.265 -1.080
S -1.205 2.447 0.721
S 1.626 2.117 -0.483
```



Entry 11:
# C4H7O2

The ion C4H7O2 with charge -1 at a distorted geometry (the ωB97M-V functional and the def2-TZVPD basis, OMol25).

Summary:
- 2S+1: 1
- E_HOMO: -2.323 eV
- Electronic energy: -8355.082 eV
- Lowest unoccupied orbital energy: 0.155 Ha
- ΔE to the lowest compared entry with this formula, charge and spin: 288.9 kJ/mol
- HOMO-LUMO gap: 6.53 eV
- Charge: -1

The geometry in XYZ format:
```
13
C4H7O2 (the ωB97M-V functional and the def2-TZVPD basis)
C 1.464 -0.167 0.010
O 0.872 -1.435 -0.018
C 0.396 0.891 0.170
C -0.919 0.624 -0.564
C -1.704 -0.192 0.223
O -2.600 -1.048 -0.133
H 1.950 -0.330 0.990
H 2.189 -0.115 -0.849
H 0.089 0.962 1.277
H 0.673 1.967 -0.298
H -0.040 -1.571 -0.393
H -0.961 0.689 -1.678
H -1.408 -0.275 1.262
```



Entry 12:
# C4H7O2

A structure of composition C4H7O2 at a distorted geometry (the ωB97M-V functional and the def2-TZVPD basis, OMol25).

Summary:
- 2S+1: 2
- E_HOMO (spin up / spin down): -8.771 / -10.420 eV
- Electronic energy: -8351.872 eV
- Lowest unoccupied orbital energy (spin up / spin down): -0.014 / -0.031 Ha
- ΔE to the lowest compared entry with this formula, charge and spin: 302.2 kJ/mol
- HOMO-LUMO gap (spin up / spin down): 8.40 / 9.58 eV
- Charge: 0

The geometry in XYZ format:
```
13
C4H7O2 (the ωB97M-V functional and the def2-TZVPD basis)
H 0.293 1.876 -0.001
C -0.679 1.162 -0.001
O -1.622 1.924 0.000
C -0.477 -0.355 0.000
C -1.530 -1.165 0.003
C 0.865 -1.010 0.000
H -1.387 -2.258 0.003
H -2.483 -0.691 0.002
H 1.605 -0.211 -0.001
H 0.933 -1.683 0.892
H 0.933 -1.682 -0.893
H 2.153 2.350 -0.002
O 1.396 1.741 -0.001
```